ORCA calculation (wB97M-V/def2-TZVPD) on a cluster of 2 separate species, C18H20F9O6P in total.

CARTESIAN COORDINATES (ANGSTROEM)
C: 2.912 0.862 1.208
O: 1.710 1.149 0.435
C: 1.736 0.396 -0.793
C: 0.685 -0.795 -0.899
C: -0.360 -0.925 0.287
C: -1.850 -0.495 -0.065
F: -2.390 -1.450 -0.973
F: -2.562 -0.509 1.172
C: -2.001 0.927 -0.762
F: -1.116 1.803 -0.075
F: -1.684 0.847 -2.145
C: -3.514 1.514 -0.732
F: -3.748 2.120 -2.000
F: -4.477 0.503 -0.633
C: -3.712 2.692 0.334
F: -5.094 3.002 0.330
F: -3.317 2.378 1.619
F: -3.086 3.844 -0.176
C: 1.659 1.470 -2.012
O: 1.940 2.771 -1.453
C: 0.914 3.745 -1.759
P: 1.025 5.107 -0.421
C: 0.334 4.477 1.224
C: 2.910 5.256 -0.102
H: 3.852 1.287 0.704
H: 3.014 -0.268 1.386
H: 2.837 1.385 2.217
H: 2.789 -0.059 -0.870
H: 0.212 -0.745 -1.945
H: 1.290 -1.770 -0.912
H: -0.086 -0.404 1.253
H: -0.421 -2.047 0.549
H: 2.514 1.246 -2.749
H: 0.701 1.407 -2.616
H: -0.135 3.320 -1.831
H: 1.186 4.211 -2.767
H: 0.612 5.249 2.030
H: -0.797 4.384 1.250
H: 0.862 3.509 1.542
H: 3.412 4.912 -1.075
H: 3.223 6.312 0.164
H: 3.199 4.493 0.697
C: -1.764 -6.227 1.291
C: -0.965 -5.177 1.635
C: 0.503 -5.359 1.231
O: 1.372 -4.490 1.386
C: 0.905 -6.636 0.631
C: 0.108 -7.696 0.298
C: -1.379 -7.469 0.605
O: -2.270 -8.271 0.313
O: 0.454 -8.795 -0.219
O: -1.295 -4.105 2.225
H: -2.823 -6.181 1.528
H: 1.972 -6.703 0.441

Calculated values
Frontier orbital gap ... 3.60 eV
E_tot ... -65017.4760 eV
2S+1 ... 1
Net charge ... -2
HOMO level ... 0.099 eV

***

ORCA calculation (wB97M-V/def2-TZVPD) on the molecule C7H11NO3S.

CARTESIAN COORDINATES (ANGSTROEM)
C: 0.683 -0.635 -0.343
C: 0.299 1.632 0.017
C: -0.319 0.396 -0.110
C: 1.953 -0.476 -0.474
C: -2.082 -0.810 1.242
C: -2.176 -0.790 -1.258
C: -1.773 0.032 -0.062
N: 3.884 0.508 1.252
O: 4.230 -1.544 -0.118
O: 1.526 1.912 -0.210
O: -2.485 1.252 0.131
S: 3.693 -0.189 -0.077
H: 0.370 -1.653 -0.165
H: -0.300 2.551 0.404
H: -3.175 -1.021 1.228
H: -1.483 -1.739 1.200
H: -1.844 -0.149 2.175
H: -1.837 -0.266 -2.272
H: -3.265 -0.997 -1.243
H: -1.645 -1.856 -1.182
H: 3.513 1.454 1.375
H: -2.006 2.001 -0.302
H: 4.239 0.384 -1.207

Calculated values
Frontier orbital gap (alpha / beta) ... 6.58 / 6.58 eV
E_tot ... -25897.5999 eV
2S+1 ... 1
HOMO level (alpha / beta) ... -8.559 / -8.559 eV
Relative energy (zero: lowest compared OMol25 entry of this formula, charge and spin) ... 197.0 kcal per mole

***

ORCA calculation (wB97M-V/def2-TZVPD) on the molecule C3H7NS.

CARTESIAN COORDINATES (ANGSTROEM)
C: -1.499 0.662 0.474
C: -0.241 0.352 -0.302
C: 0.189 -1.007 -0.707
N: 0.914 -0.121 0.481
S: 2.507 0.288 -0.063
H: -1.562 0.219 1.496
H: -2.449 0.430 0.002
H: -1.533 1.684 0.673
H: 0.027 1.223 -1.086
H: -0.269 -1.799 -0.175
H: 0.647 -1.451 -1.609
H: 3.268 -0.480 0.816

Calculated values
Frontier orbital gap ... 9.44 eV
E_tot ... -15547.1518 eV
2S+1 ... 1
Structure (SMILES) ... C[C@@H]1CN1S
HOMO level ... -8.430 eV
Relative energy (zero: lowest compared OMol25 entry of this formula, charge and spin) ... 57.5 kcal per mole

***

ORCA calculation (wB97M-V/def2-TZVPD) on a cluster of 2 separate species, C3H10NS in total.

CARTESIAN COORDINATES (ANGSTROEM)
C: 1.694 -2.136 -2.193
S: 0.010 -2.635 -1.642
H: 1.595 -1.386 -2.967
H: 2.282 -1.749 -1.356
H: 2.231 -3.005 -2.564
C: -1.650 1.764 1.082
C: -0.874 0.459 1.147
N: 0.570 0.682 1.222
H: -2.652 1.616 0.685
H: -1.678 2.321 2.021
H: -1.224 2.479 0.347
H: -1.170 0.012 2.100
H: -1.041 -0.250 0.347
H: 1.098 0.167 0.537
H: 0.810 1.660 1.235

Calculated values
Frontier orbital gap ... 5.83 eV
E_tot ... -15598.7895 eV
2S+1 ... 1
Net charge ... -1
HOMO level ... -2.152 eV
Relative energy (zero: lowest compared OMol25 entry of this formula, charge and spin) ... 23.3 kcal per mole

***

ORCA calculation (wB97M-V/def2-TZVPD) on a cluster of 12 separate species, H24O12 in total.

CARTESIAN COORDINATES (ANGSTROEM)
O: -1.897 1.246 1.193
H: -2.836 1.426 1.143
H: -1.802 0.675 1.956
O: -0.595 -0.312 3.210
H: 0.030 -0.902 2.789
H: -0.128 0.029 3.972
O: -2.063 -0.535 -2.259
H: -1.579 -0.940 -1.540
H: -1.619 0.300 -2.408
O: 2.507 -0.344 0.553
H: 2.660 -1.281 0.426
H: 2.917 -0.146 1.395
O: 0.750 -2.027 -2.729
H: 1.671 -2.137 -2.495
H: 0.490 -1.211 -2.302
O: -0.226 3.269 1.625
H: -0.794 2.548 1.353
H: -0.236 3.875 0.884
O: -1.689 2.900 -0.999
H: -1.677 2.147 -0.409
H: -1.305 2.575 -1.813
O: -0.263 1.306 -3.030
H: -0.026 1.365 -3.956
H: 0.568 1.162 -2.578
O: 1.082 -2.213 2.604
H: 1.408 -2.572 1.779
H: 1.830 -2.263 3.200
O: 2.351 1.017 -1.940
H: 2.605 0.875 -1.028
H: 3.033 0.580 -2.450
O: -1.825 -2.745 1.278
H: -1.791 -3.668 1.026
H: -0.924 -2.436 1.176
O: -0.346 -0.846 -0.046
H: -0.803 -0.266 0.564
H: 0.521 -0.452 -0.147

Calculated values
Frontier orbital gap ... 8.93 eV
E_tot ... -24960.0295 eV
2S+1 ... 1
Structure (SMILES) ... O.O.O.O.O.O.O.O.O.O.O.O
HOMO level ... -9.842 eV
Relative energy (zero: lowest compared OMol25 entry of this formula, charge and spin) ... 38.4 kcal per mole

***

ORCA calculation (wB97M-V/def2-TZVPD) on a cluster of 2 separate species, C10H24BFN3O6P in total.

CARTESIAN COORDINATES (ANGSTROEM)
N: 4.397 1.421 -0.788
B: 3.710 2.715 -0.794
O: 3.420 3.319 -1.988
O: 3.409 3.308 0.456
P: 1.895 3.644 0.786
O: 1.302 2.716 1.718
O: 1.096 3.856 -0.560
C: -0.341 3.947 -0.396
C: -0.996 2.898 -1.292
C: -1.311 1.575 -0.630
F: -0.199 0.962 -0.116
O: 1.914 5.133 1.514
N: 3.169 5.832 1.341
C: 3.163 6.436 0.262
O: 3.170 6.744 -0.851
H: 4.176 0.934 0.075
H: 5.395 1.614 -0.728
H: 4.238 3.454 -2.477
H: -0.635 4.921 -0.779
H: -0.651 3.885 0.643
H: -1.924 3.265 -1.727
H: -0.317 2.717 -2.125
H: -1.705 0.910 -1.404
H: -2.104 1.656 0.113
C: -3.497 -2.090 -0.125
C: -2.825 -3.454 -0.061
N: -1.401 -3.399 -0.326
C: -0.809 -4.701 -0.575
C: -0.815 -5.727 0.564
C: -0.635 -2.505 0.526
C: -0.700 -2.726 2.042
H: -3.279 -1.593 -1.072
H: -4.578 -2.207 -0.047
H: -3.180 -1.439 0.691
H: -3.289 -4.088 -0.821
H: -3.052 -3.917 0.913
H: 0.220 -4.558 -0.915
H: -1.332 -5.144 -1.430
H: -0.093 -5.476 1.341
H: -0.535 -6.708 0.175
H: -1.798 -5.828 1.024
H: -0.960 -1.482 0.323
H: 0.410 -2.523 0.209
H: -1.722 -2.864 2.398
H: -0.294 -1.851 2.554
H: -0.107 -3.583 2.359

Calculated values
Frontier orbital gap ... 7.91 eV
E_tot ... -40199.9482 eV
2S+1 ... 1
Structure (SMILES) ... NB(O)O[P@](=O)(OCCCF)ON=C=O.CCN(CC)CC
HOMO level ... -7.948 eV

***

ORCA calculation (wB97M-V/def2-TZVPD) on the molecule C15H20N2O3S.

CARTESIAN COORDINATES (ANGSTROEM)
C: -1.365 -2.499 0.534
C: -0.887 -2.972 -0.842
C: 0.389 -2.324 -1.236
N: 1.574 -2.823 -1.044
C: 2.480 -1.916 -1.536
C: 3.943 -2.173 -1.482
C: 1.809 -0.841 -2.031
N: 0.459 -1.094 -1.852
S: -0.736 0.082 -2.135
O: -0.220 0.942 -3.154
O: -1.967 -0.604 -2.382
C: -0.817 0.975 -0.583
C: 0.093 0.701 0.423
C: 0.027 1.397 1.622
O: 0.867 1.196 2.670
C: 1.876 0.221 2.550
C: -0.963 2.380 1.797
C: -1.027 3.123 3.093
C: -1.845 2.634 0.764
C: -1.796 1.945 -0.447
C: -2.750 2.231 -1.559
H: -0.593 -2.670 1.282
H: -1.611 -1.439 0.513
H: -2.255 -3.052 0.823
H: -0.713 -4.048 -0.815
H: -1.648 -2.740 -1.587
H: 4.490 -1.310 -1.851
H: 4.189 -3.041 -2.091
H: 4.247 -2.389 -0.459
H: 2.122 0.064 -2.507
H: 0.846 -0.052 0.267
H: 2.408 0.233 3.500
H: 2.573 0.460 1.741
H: 1.456 -0.776 2.382
H: -0.084 3.636 3.273
H: -1.174 2.424 3.914
H: -1.835 3.848 3.088
H: -2.600 3.394 0.899
H: -2.202 2.419 -2.480
H: -3.388 1.366 -1.736
H: -3.371 3.092 -1.325

Calculated values
Frontier orbital gap ... 9.40 eV
E_tot ... -35837.2099 eV
2S+1 ... 1
Structure (SMILES) ... CCc1nc(C)cn1S(=O)(=O)c1cc(OC)c(C)cc1C
HOMO level ... -8.744 eV
Relative energy (zero: lowest compared OMol25 entry of this formula, charge and spin) ... 41.7 kcal per mole

***

ORCA calculation (wB97M-V/def2-TZVPD) on the molecule C6H9NO.

CARTESIAN COORDINATES (ANGSTROEM)
C: 0.206 1.379 -0.056
C: 0.014 -0.067 -0.095
C: 0.950 -1.039 0.005
C: 2.308 -0.612 0.114
O: 2.781 0.517 -0.115
N: -1.295 -0.651 0.059
C: -2.425 -0.130 -0.702
C: -2.267 0.172 0.753
H: 0.684 1.579 0.999
H: -0.825 1.755 -0.109
H: 1.001 1.787 -0.766
H: 0.565 -2.064 -0.076
H: 3.074 -1.437 0.348
H: -3.200 -0.792 -1.220
H: -2.285 0.697 -1.465
H: -2.063 1.134 1.198
H: -2.852 -0.460 1.480

Calculated values
Frontier orbital gap ... 9.58 eV
E_tot ... -9902.2907 eV
2S+1 ... 1
Structure (SMILES) ... C/C(=C\C=O)N1CC1
HOMO level ... -9.286 eV
Relative energy (zero: lowest compared OMol25 entry of this formula, charge and spin) ... 76.4 kcal per mole

***

ORCA calculation (wB97M-V/def2-TZVPD) on a structure of composition C6H12O.

CARTESIAN COORDINATES (ANGSTROEM)
C: 0.462 1.816 -0.946
C: -0.396 0.570 -0.848
C: 0.368 -0.742 -0.956
C: -0.328 -1.870 -0.162
O: -1.396 -1.288 0.593
C: -1.149 -0.062 1.107
C: 0.120 0.078 1.918
H: 0.953 1.880 -1.926
H: -0.130 2.728 -0.812
H: 1.252 1.804 -0.186
H: -1.232 0.590 -1.560
H: 1.388 -0.586 -0.585
H: 0.458 -1.034 -2.009
H: 0.384 -2.395 0.487
H: -0.802 -2.609 -0.812
H: -1.223 0.756 0.168
H: 1.014 -0.461 1.571
H: 0.372 1.136 2.042
H: -0.117 -0.309 2.917

Calculated values
Frontier orbital gap ... 8.57 eV
E_tot ... -8460.1734 eV
2S+1 ... 1
HOMO level ... -7.561 eV
Relative energy (zero: lowest compared OMol25 entry of this formula, charge and spin) ... 96.4 kcal per mole

***

ORCA calculation (wB97M-V/def2-TZVPD) on the molecule C2H6NO.

CARTESIAN COORDINATES (ANGSTROEM)
O: 0.408 -1.329 0.783
H: 0.292 -0.570 1.400
C: 0.323 -0.737 -0.526
C: -0.559 0.444 -0.568
N: -0.115 1.534 0.192
H: 1.358 -0.502 -0.833
H: 0.154 -1.615 -1.098
H: -1.474 0.282 -1.043
H: -1.037 1.632 0.898
H: -0.329 2.420 -0.367

Calculated values
Frontier orbital gap (alpha / beta) ... 8.96 / 10.12 eV
E_tot ... -5705.8231 eV
2S+1 ... 2
Expectation value of S² ... 0.754
HOMO level (alpha / beta) ... -8.140 / -9.850 eV
Relative energy (zero: lowest compared OMol25 entry of this formula, charge and spin) ... 20.2 kcal per mole

***

Question: Number 2 is which compound?
Answer: C7H11NO3S

***

Question: Which formula does entry 3 have?
Answer: C3H7NS

***

Question: What is the 2S+1 in the ninth record?
Answer: 1

***

Question: The lowest E_tot belongs to which entry?
Answer: C18H20F9O6P